[1]
10
Properties=species:S:1:pos:R:3:forces:R:3 method="wB97M-V/def2-TZVPD" total_energy_ev=-6265.4735 multiplicity=1 smiles="CC=O.O" lumo_energy_ha=0.033
O -0.06572 -1.32658 -1.20828 -0.4 -0.4 0.0
O 1.97737 0.30575 0.69770 0.1 1.0 1.2
C -0.97225 0.55194 -0.11959 -2.1 0.7 0.0
C -0.71245 -0.91449 -0.27663 1.3 0.7 0.1
H -1.34470 1.01291 -1.03508 0.8 -0.2 -0.5
H -0.12017 1.07743 0.28382 0.2 -0.1 0.0
H 1.92771 0.70515 -0.17251 0.2 -0.9 -0.3
H -1.83228 0.80111 0.51343 0.3 -0.5 0.6
H -0.94158 -1.57070 0.57838 -0.4 -0.2 -0.1
H 2.08406 -0.64250 0.73877 0.1 -0.1 -0.9

[2]
17
Properties=species:S:1:pos:R:3:forces:R:3 method="wB97M-V/def2-TZVPD" total_energy_ev=-8430.1548 multiplicity=1 lumo_energy_ha=0.035
O 1.23117 -0.67826 1.37501 0.0 -0.1 0.1
C -0.10329 0.33202 -0.20693 -0.2 0.1 0.1
C -1.00981 1.48382 -0.60854 0.0 0.0 -0.1
C 0.70045 -1.45023 0.30023 0.0 -0.3 -0.1
C 0.94685 -0.57922 -0.95419 0.1 0.2 -0.1
C -0.76795 -1.00942 0.17979 -0.2 -0.1 0.2
C 0.64279 0.59580 1.11095 -0.1 0.2 0.0
H -0.50703 2.43802 -0.80428 0.1 -0.3 0.0
H -0.07929 0.85192 1.89935 0.1 0.0 0.0
H -1.65714 1.24874 -1.45745 0.2 0.0 0.0
H -1.41044 -0.98287 1.06135 0.1 -0.2 0.1
H 1.01478 -2.48826 0.41382 0.0 0.2 -0.2
H -1.66692 1.65385 0.25804 0.1 0.0 -0.2
H 1.96412 -0.21874 -1.12995 -0.1 0.1 0.1
H 0.55660 -1.07872 -1.84829 0.0 0.3 0.1
H -1.26882 -1.49445 -0.66409 0.0 0.2 0.2
H 1.41394 1.37599 1.07518 -0.1 -0.1 -0.2

[3]
18
Properties=species:S:1:pos:R:3:forces:R:3 method="wB97M-V/def2-TZVPD" total_energy_ev=-32453.5644 multiplicity=1 lumo_energy_ha=-0.019
Cl -2.71296 -0.22465 -2.75369 -0.3 0.0 -0.3
F 0.17396 -1.26454 -3.34714 -1.2 -0.8 -0.4
F 1.56596 -0.55991 -1.94556 -0.5 -0.1 0.4
F 0.11104 0.78433 -2.72725 -0.5 0.9 -0.6
O -2.75282 0.04938 -0.20896 -0.5 0.2 1.3
N 1.69644 0.52819 1.24233 3.6 1.5 0.4
N 0.48677 0.58963 1.24282 0.0 0.9 -3.4
N -0.08180 -0.99043 0.06046 0.0 -0.9 -3.0
C 2.85025 0.76224 1.11089 -1.5 -0.7 0.1
C -0.61181 -0.62842 -1.06691 -0.7 -0.9 1.2
C 0.23609 -0.46998 -2.30727 2.9 0.7 1.1
C -0.34898 0.50950 2.30405 1.3 -0.5 4.8
C -2.05726 -0.21053 -1.11674 1.1 -0.5 -1.2
H -0.76011 -1.07576 0.78723 -0.8 -0.1 0.3
H 3.89723 0.67029 0.86775 -0.5 -0.2 0.2
H -1.33532 0.74613 2.08591 -1.7 0.5 -1.0
H 0.01000 1.33716 3.01309 -0.7 -1.5 0.0
H -0.36668 -0.55263 2.75899 0.2 1.5 0.0

[4]
42
Properties=species:S:1:pos:R:3:forces:R:3 method="wB97M-V/def2-TZVPD" total_energy_ev=-28108.8978 multiplicity=1 smiles="CN1C(=O)C[C@H](c2cn(Cc3ccccc3)c3ccccc23)C1=O" lumo_energy_ha=0.026
O -0.15474 -2.09767 -2.52118 0.0 -0.2 0.0
O 0.24039 2.30850 -3.51786 0.1 0.2 -0.1
N -0.76492 0.38089 1.40536 0.0 0.0 0.0
N 0.32001 0.06249 -3.10132 0.3 -0.1 -0.1
C -3.34890 -2.80401 1.48692 -0.1 -0.1 -0.1
C -2.82192 -2.39386 2.71477 0.1 0.0 0.1
C -3.01268 -2.16419 0.31665 0.0 0.0 0.1
C 3.39786 -0.07491 0.97241 0.0 -0.1 0.0
C -1.57176 -0.21306 -0.60420 0.1 0.3 0.1
C -1.94559 -1.33486 2.80285 0.1 0.0 0.2
C -1.74144 1.09137 -2.75440 -0.2 0.1 0.0
C -2.12717 -1.08881 0.37500 0.2 0.1 0.4
C -0.48045 -0.94374 -2.59726 -0.2 0.0 -0.2
C -0.29960 1.29107 -3.17069 -0.2 0.0 0.0
C 3.60462 2.21788 1.63404 0.1 0.0 0.0
C 2.07963 -0.07816 1.39024 0.0 0.0 0.0
C -0.74769 0.64713 0.06562 -0.3 0.0 -0.4
C 1.69066 -0.15217 -3.49893 0.2 0.0 0.0
C 0.06426 1.06552 2.36265 0.1 0.2 0.2
C -1.59622 -0.68224 1.62548 -0.4 -0.4 -0.2
C 4.16343 1.07290 1.09357 0.1 0.1 0.0
C 1.51093 1.07059 1.92735 0.0 0.1 0.0
C -1.75589 -0.28422 -2.09201 0.0 0.0 0.3
C 2.28277 2.21757 2.04488 -0.1 -0.1 0.0
H 5.19239 1.07510 0.76631 0.1 0.0 0.0
H -0.03033 0.55311 3.32452 -0.1 0.1 -0.1
H 2.23977 0.77744 -3.35717 0.0 -0.1 0.0
H 3.82834 -0.97148 0.55167 0.0 -0.1 0.0
H -2.07256 1.89379 -2.09672 0.1 0.0 0.0
H -0.13799 1.44564 -0.31497 0.1 0.1 -0.1
H -2.36087 1.11484 -3.65346 0.1 0.0 0.0
H 1.84747 3.11608 2.45919 -0.1 0.1 0.0
H -1.54710 -1.02904 3.75924 0.0 0.0 0.1
H 4.19584 3.11643 1.73012 0.1 0.1 0.0
H -2.63469 -0.88379 -2.32935 0.1 0.0 -0.1
H -0.28718 2.09714 2.49249 0.1 -0.2 0.1
H -4.03109 -3.64078 1.46419 -0.1 -0.1 0.0
H 1.48466 -0.97506 1.29217 -0.1 -0.1 0.0
H 1.74406 -0.44637 -4.54868 0.0 0.0 0.1
H 2.11080 -0.94564 -2.88307 0.0 0.0 0.0
H -3.10881 -2.92096 3.61260 0.0 0.0 0.1
H -3.41830 -2.49047 -0.62901 0.0 -0.1 -0.1

How do the records compare in strongest force on any atom? In the order shown, they have 2.2 0.4 5.0 0.6 eV Å⁻¹.